DFT (the ωB97M-V functional and the def2-TZVPD basis) results for C5H9NO in the gas phase.

ORCA input file:
```
! RIJCOSX wB97M-V def2-TZVPD def2/J DEFGRID3
* xyz 0 1
C -2.14 -0.24 -0.24
C -0.60 -0.56 -0.21
C -0.34 -1.51 0.89
N -0.08 -2.20 1.77
C 0.23 0.86 -0.02
C 1.84 0.96 0.04
O 2.02 -0.20 -0.75
H -2.36 0.42 -1.08
H -2.46 0.25 0.69
H -2.75 -1.15 -0.36
H -0.37 -1.08 -1.15
H -0.06 1.38 -0.94
H -0.17 1.27 0.88
H 2.34 0.87 1.04
H 2.55 1.74 -0.44
H 2.34 -0.81 -0.12
*
```

As for the structure (SMILES): C[C@H](C#N)CCO. The total energy is -325.840577 Eh. The calculation puts the max |F| at 0.0458 Eh/bohr. As for the orbital gap: 11.071 eV.